Model P:
Below is a single C20H26N2O3S molecule, with properties calculated with ωB97M-V/def2-TZVPD.

ORCA input file:
```
! RIJCOSX wB97M-V def2-TZVPD def2/J DEFGRID3
* xyz 0 1
C -6.06436 -1.32246 -1.13535
C -4.86386 -0.47565 -0.74292
O -5.33216 0.69582 -0.11105
C -4.33097 1.47561 0.50058
C -3.54040 2.33838 -0.49234
C -2.47431 3.18796 0.20279
N -1.39373 2.37746 0.71950
C -0.22548 2.24467 0.06769
O 0.11140 2.89844 -0.89406
C 0.65607 1.12820 0.69232
N 0.16534 -0.15218 0.20245
C -0.89188 -0.78917 0.72136
O -1.58704 -0.32750 1.60999
C -1.16380 -2.15863 0.09304
C 0.03991 -3.03268 0.15950
C 0.41270 -3.87296 1.16105
C 1.64940 -4.51473 0.91830
C 2.20651 -4.15137 -0.26174
S 1.22883 -3.02039 -1.11131
C 2.10456 1.29929 0.34142
C 2.52253 1.20141 -0.98065
C 3.85509 1.36750 -1.30486
C 4.80217 1.63507 -0.32335
C 6.24121 1.83178 -0.69050
C 4.37742 1.73672 0.99448
C 3.04446 1.57245 1.32447
H -5.73453 -2.23291 -1.62842
H -6.70457 -0.76102 -1.80973
H -6.63888 -1.58072 -0.25037
H -4.27509 -0.22602 -1.63914
H -4.21171 -1.03179 -0.05105
H -3.65108 0.82502 1.06874
H -4.86307 2.12581 1.20153
H -3.04993 1.70106 -1.23084
H -4.23749 2.99135 -1.01943
H -2.91971 3.75086 1.02806
H -2.03015 3.88499 -0.51154
H -1.63401 1.67378 1.40912
H 0.51508 1.14657 1.77966
H 0.68873 -0.57434 -0.55118
H -1.47018 -2.00386 -0.94425
H -1.98936 -2.61528 0.64176
H -0.17800 -4.03259 2.04515
H 2.09932 -5.21659 1.59706
H 3.13026 -4.47393 -0.69839
H 1.80152 1.01885 -1.76302
H 4.16658 1.29314 -2.33681
H 6.88189 1.75235 0.18422
H 6.55567 1.09522 -1.42728
H 6.38091 2.82074 -1.12744
H 5.09672 1.94766 1.77290
H 2.73286 1.65699 2.35587
*
```

Results
SMILES string = CCOCCCNC(=O)[C@@H](NC(=O)Cc1cccs1)c1ccc(C)cc1
Orbital gap = 0.3504 Eh

Model Q:
Below is a single C20H26N2O3S molecule, with properties calculated with ωB97M-V/def2-TZVPD.

ORCA input file:
```
! RIJCOSX wB97M-V def2-TZVPD def2/J DEFGRID3
* xyz 0 1
C 6.13176 1.17208 -1.65754
O 5.67669 1.06129 -0.33381
C 4.57273 0.28214 -0.09872
C 3.92431 -0.49704 -1.04830
C 2.81065 -1.23348 -0.69872
C 2.29601 -1.21723 0.59712
N 1.19664 -2.02052 0.88603
C 0.30451 -1.74092 1.98340
C -0.33144 -3.03496 2.51184
C -1.44628 -3.55895 1.61462
C -2.52394 -2.49369 1.45248
C -1.92317 -1.25613 0.79540
C -0.78242 -0.68607 1.63598
N -0.20396 0.46778 0.96636
S -0.01418 0.61050 -0.68636
O 1.09754 1.49373 -0.86811
O -0.01712 -0.64788 -1.38532
C -1.51475 1.48214 -1.11364
C -1.73350 2.72521 -0.55200
C -2.89085 3.41584 -0.86087
C -3.83216 2.87181 -1.73104
C -5.07242 3.63568 -2.07823
C -3.58790 1.62203 -2.28950
C -2.43075 0.92627 -1.98348
C 2.97462 -0.45489 1.54959
C 4.08946 0.28111 1.20495
H 5.34937 1.55706 -2.31985
H 6.96016 1.87914 -1.62793
H 6.49315 0.21189 -2.04300
H 4.26751 -0.53267 -2.07006
H 2.30779 -1.81827 -1.45373
H 0.71327 -2.29779 0.04157
H 0.91146 -1.32744 2.79510
H -0.74111 -2.83777 3.50531
H 0.45566 -3.78352 2.61190
H -1.87199 -4.46239 2.05576
H -1.04306 -3.82199 0.63574
H -2.93354 -2.23459 2.43193
H -3.34060 -2.87218 0.83547
H -2.68114 -0.47986 0.66634
H -1.54489 -1.52211 -0.18985
H -1.20430 -0.32149 2.58551
H 0.62552 0.82344 1.41772
H -0.99035 3.13338 0.11362
H -3.06976 4.38815 -0.42566
H -4.86127 4.33162 -2.89035
H -5.42339 4.21341 -1.22652
H -5.86428 2.96655 -2.40477
H -4.30840 1.19156 -2.96945
H -2.22365 -0.04222 -2.41022
H 2.64607 -0.42428 2.57844
H 4.60167 0.87648 1.94486
*
```

Results
SMILES string = COc1ccc(N[C@@H]2CCCC[C@@H]2NS(=O)(=O)c2ccc(C)cc2)cc1
Orbital gap = 0.2833 Eh

Energies in eV, measured from the most stable structure: model P 0.000; model Q 1.189.

Model P:
Below is a single C2FN3 molecule, with properties calculated with ωB97M-V/def2-TZVPD.

ORCA input file:
```
! RIJCOSX wB97M-V def2-TZVPD def2/J DEFGRID3
* xyz 0 1
N -1.67460 -1.07563 1.17443
C -0.85389 -0.52882 0.57015
C 0.30694 0.02652 -0.11024
F 1.50328 -0.19996 0.50001
N 0.34490 1.34140 -0.66322
N 0.37337 0.43648 -1.47113
*
```

Results
SMILES string = N#CC1(F)N=N1
Orbital gap = 0.3930 Eh

Model Q:
Below is a single C2FN3 molecule, with properties calculated with ωB97M-V/def2-TZVPD.

ORCA input file:
```
! RIJCOSX wB97M-V def2-TZVPD def2/J DEFGRID3
* xyz 0 1
C 1.37589 -0.50345 0.18704
C -1.43016 0.16186 -0.09685
N 0.80635 0.50695 -0.66612
N -0.33107 0.63795 -0.32344
N 2.41423 -0.90227 0.50566
F -2.83524 0.09897 0.39371
*
```

Results
Orbital gap = 0.3009 Eh

Energies in eV, measured from the most stable structure: model P 0.000; model Q 4.168.

Model P:
Below is 7 unconnected molecules or ions with the total composition C10H34O7, with properties calculated with ωB97M-V/def2-TZVPD.

ORCA input file:
```
! RIJCOSX wB97M-V def2-TZVPD def2/J DEFGRID3
* xyz 0 1
C 2.71277 2.49594 1.35560
C 2.29829 1.12161 0.85040
O 3.22593 0.71782 -0.16926
H 3.66539 2.43502 1.87956
H 1.96729 2.86269 2.06829
H 2.79140 3.17245 0.50636
H 1.26282 1.15220 0.50977
H 2.33587 0.37769 1.64728
H 2.87033 0.92281 -1.03554
C 1.33826 -2.33392 3.74656
C 0.07244 -1.96537 2.96605
O 0.25926 -2.32749 1.60067
H 1.44319 -3.41933 3.68808
H 1.22906 -2.07949 4.80576
H 2.21866 -1.82147 3.37149
H -0.04200 -0.87551 3.04972
H -0.81327 -2.41656 3.41881
H -0.06790 -1.58282 1.07493
C -2.16163 1.39952 -3.10655
C -0.73167 1.22753 -3.57571
O 0.12504 1.27649 -2.42911
H -2.52796 0.61690 -2.44586
H -2.85131 1.48765 -3.94704
H -2.21293 2.35515 -2.57621
H -0.45646 2.01770 -4.27655
H -0.60525 0.26020 -4.07507
H 1.01042 1.54095 -2.68759
C -1.25736 3.26196 1.53476
C -1.88790 2.14946 2.36179
O -2.55845 1.21959 1.50298
H -0.54221 2.83537 0.82660
H -0.73385 4.00675 2.13909
H -2.00742 3.77141 0.92825
H -2.62957 2.52309 3.06468
H -1.11866 1.61522 2.93228
H -1.88949 0.90511 0.87013
C -2.59649 -2.94714 -0.46936
O -1.94638 -2.18994 -1.49353
H -3.57156 -3.31988 -0.78843
H -1.95397 -3.76766 -0.14709
H -2.77505 -2.31772 0.40067
H -1.71954 -2.80765 -2.19457
C 1.85498 -2.00239 -2.48317
O 2.71775 -3.05599 -2.90914
H 1.83496 -1.21211 -3.23855
H 0.85023 -2.37330 -2.28990
H 2.23523 -1.55732 -1.55978
H 3.22149 -2.73545 -3.65778
O -0.59449 -0.16092 -0.11786
H -0.97900 -0.92025 -0.61461
H -0.30927 0.46142 -0.81228
*
```

Results
SMILES string = CCO.CCO.CCO.CCO.CO.CO.O
Orbital gap = 0.3652 Eh

Model Q:
Below is 7 unconnected molecules or ions with the total composition C10H34O7, with properties calculated with ωB97M-V/def2-TZVPD.

ORCA input file:
```
! RIJCOSX wB97M-V def2-TZVPD def2/J DEFGRID3
* xyz 0 1
C 1.43476 0.21038 2.69247
C 1.46097 1.07547 1.44649
O 1.48397 0.27458 0.25991
H 1.36491 0.83351 3.58754
H 2.34636 -0.38137 2.76826
H 0.54609 -0.41990 2.67460
H 2.26498 1.81243 1.48831
H 0.53455 1.65281 1.40108
H 2.38819 0.09769 -0.01832
C -1.45570 2.00631 -2.38521
C -2.73753 1.20074 -2.54328
O -2.54591 -0.18828 -2.34922
H -1.10674 1.98341 -1.35188
H -1.66088 3.03931 -2.67968
H -0.68657 1.62351 -3.05689
H -3.15183 1.34100 -3.54080
H -3.48631 1.57030 -1.82708
H -2.10030 -0.30977 -1.49598
C -2.95759 2.04224 2.59907
C -2.62453 1.38821 1.29077
O -2.91373 0.00309 1.36175
H -2.70077 3.10421 2.55850
H -2.38405 1.59086 3.41222
H -4.01497 1.93453 2.83034
H -1.57279 1.56766 1.03830
H -3.23367 1.85165 0.50124
H -2.27909 -0.49946 0.83571
C 1.97543 -4.42334 1.87221
C 0.58678 -4.47517 1.29437
O -0.41472 -4.54828 2.31336
H 2.10859 -5.26234 2.55368
H 2.17669 -3.48910 2.40371
H 2.73247 -4.50830 1.08599
H 0.49298 -5.40693 0.73648
H 0.37091 -3.63962 0.62631
H -0.46969 -3.69975 2.76189
C 2.24704 2.98163 -1.52332
C 2.17285 2.22105 -2.81134
O 2.13114 0.81243 -2.62362
H 3.18901 2.83652 -0.99551
H 1.43675 2.69924 -0.84254
H 2.06900 4.04647 -1.69719
H 3.05158 2.46095 -3.41612
H 1.32344 2.54542 -3.42318
H 1.45593 0.64264 -1.95569
O 0.54305 -2.91149 -2.05253
H 0.56914 -2.87353 -3.01328
H 1.43861 -2.69224 -1.77725
O -0.83705 -1.16735 -0.23755
H -0.51166 -1.89635 -0.78433
H -0.05007 -0.65768 0.00721
*
```

Results
SMILES string = CCO.CCO.CCO.CCO.CCO.O.O
Orbital gap = 0.3592 Eh

Energies in eV, measured from the most stable structure: model P 0.883; model Q 0.000.

Model P:
Below is a molecular structure, C2H2I4, with properties calculated with ωB97M-V/def2-TZVPD.

ORCA input file:
```
! RIJCOSX wB97M-V def2-TZVPD def2/J DEFGRID3
* xyz 0 1
C -0.21761 0.33621 -0.13787
C 0.18801 -0.90022 0.06382
I 0.50072 1.84321 1.06724
I -2.65296 -0.25911 2.30484
I 2.47003 1.64376 -2.10916
I -0.14209 -2.44723 -1.27877
H -0.89042 0.86066 -0.91301
H 0.74433 -1.07727 1.00289
*
```

Results
Orbital gap (alpha / beta) = 0.2238 / 0.2134 Eh

Model Q:
Below is a molecular structure, C2H2I4, with properties calculated with ωB97M-V/def2-TZVPD.

ORCA input file:
```
! RIJCOSX wB97M-V def2-TZVPD def2/J DEFGRID3
* xyz 0 1
C 1.30970 0.23390 0.45935
C -1.25214 -0.39981 -0.23902
I 1.48485 1.87400 -0.88083
I -0.87256 -2.46518 -0.62964
I -1.76689 0.86993 -1.85711
I -2.28305 -0.13414 1.54939
H 1.89172 -0.66058 0.10199
H 1.48838 0.68188 1.49586
*
```

Results
Orbital gap (alpha / beta) = 0.2662 / 0.2576 Eh

Energies in eV, measured from the most stable structure: model P 0.000; model Q 1.724.

Model P:
Below is a single CH2N2S2 molecule, with properties calculated with ωB97M-V/def2-TZVPD.

ORCA input file:
```
! RIJCOSX wB97M-V def2-TZVPD def2/J DEFGRID3
* xyz 0 1
N -4.77077 -1.27157 0.32156
S -4.64314 0.06450 -0.13938
S -2.50825 1.01921 0.07771
C -1.44126 -0.20970 -0.36263
N -0.18624 -0.09186 -0.05353
H 0.55378 -0.62936 -0.46108
H -0.02307 0.81895 0.41138
*
```

Results
SMILES string = N#S#S#CN
Orbital gap (alpha / beta) = 0.2431 / 0.2431 Eh

Model Q:
Below is a single CH2N2S2 molecule, with properties calculated with ωB97M-V/def2-TZVPD.

ORCA input file:
```
! RIJCOSX wB97M-V def2-TZVPD def2/J DEFGRID3
* xyz 0 1
H 2.52461 -1.05114 -0.12234
N 1.56891 -1.03731 0.22950
N 0.96203 0.17487 -0.27197
C -0.23621 0.51061 -0.01353
S -0.68017 2.19513 -0.09392
S -1.55219 -0.78371 0.14380
H -2.58698 -0.00845 0.12847
*
```

Results
SMILES string = [H]/N=N/C(=S)S
Orbital gap (alpha / beta) = 0.2372 / 0.2382 Eh

Energies in eV, measured from the most stable structure: model P 0.000; model Q 0.115.

Model P:
Below is 2 unconnected molecules or ions with the total composition H3PSSi, with properties calculated with ωB97M-V/def2-TZVPD.

ORCA input file:
```
! RIJCOSX wB97M-V def2-TZVPD def2/J DEFGRID3
* xyz 0 1
Si 1.97920 0.60399 -0.32604
P 3.22509 -0.91989 0.12907
H 1.13802 1.76102 -0.97961
S -2.17529 -0.53713 -0.11345
H -2.94852 0.19147 0.65679
H -1.21851 -1.09946 0.63324
*
```

Results
SMILES string = [SiH]#P.S
Orbital gap = 0.2949 Eh

Model Q:
Below is a single H3PSSi molecule, with properties calculated with ωB97M-V/def2-TZVPD.

ORCA input file:
```
! RIJCOSX wB97M-V def2-TZVPD def2/J DEFGRID3
* xyz 0 1
Si 0.35150 0.37025 0.09610
P 2.33118 0.35832 -0.85944
S -1.21610 -1.01781 -0.57567
H 0.72950 0.01327 1.39434
H -0.35423 1.52884 -0.55723
H -1.84184 -1.25288 0.50189
*
```

Results
Orbital gap (alpha / beta) = 0.2566 / 0.2572 Eh

Energies in eV, measured from the most stable structure: model P 0.620; model Q 0.000.

Model P:
Below is a molecular structure, C18H7AgCl5N3O8Te, with properties calculated with ωB97M-V/def2-TZVPD.

ORCA input file:
```
! RIJCOSX wB97M-V def2-TZVPD def2/J DEFGRID3
* xyz -2 1
Ag -0.60264 0.51358 -0.78330
Cl -3.24703 -4.41560 4.54422
C -2.80176 -3.48545 3.14835
C -1.84812 -2.47170 3.23769
Cl -1.10462 -2.15048 4.77067
C -1.48760 -1.72276 2.13158
Cl -0.30598 -0.47307 2.26189
C -2.06531 -1.94181 0.83964
O -1.77076 -1.28856 -0.19657
C -3.03566 -2.99234 0.79773
Cl -3.76637 -3.30010 -0.73970
C -3.38917 -3.73311 1.91002
Cl -4.57907 -4.98790 1.77131
Te 0.01542 3.06590 -0.39852
C -1.76853 3.97171 -1.10217
C -1.70397 5.12198 -1.89217
C -2.85475 5.75167 -2.34992
C -4.10694 5.24393 -2.03332
C -4.18862 4.09262 -1.25855
C -3.03768 3.46726 -0.80261
H -0.73227 5.52142 -2.15764
H -2.76985 6.64162 -2.96476
H -5.00648 5.73178 -2.39079
H -5.15804 3.67436 -1.01019
H -3.11510 2.56406 -0.20892
O 5.60038 -0.81626 -6.28385
N 4.47876 -0.32838 -6.19733
O 3.78946 -0.07023 -7.17993
C 3.94594 -0.04489 -4.90168
C 2.66634 0.52743 -4.77750
C 2.18404 0.79462 -3.54458
C 2.86610 0.52405 -2.27736
O 2.33750 0.70251 -1.18757
C 4.20392 -0.01958 -2.51993
C 4.69431 -0.31237 -3.76889
N 5.09425 -0.29851 -1.40146
O 4.92364 0.29752 -0.36009
O 5.99816 -1.11329 -1.57697
N 0.84613 1.38653 -3.44281
O 0.75045 2.58472 -3.33884
O -0.09532 0.60870 -3.31743
H 2.08909 0.74793 -5.66459
H 5.67855 -0.74521 -3.86177
*
```

Results
Orbital gap = 0.2054 Eh

Model Q:
Below is a molecular structure, C18H7AgCl5N3O8Te, with properties calculated with ωB97M-V/def2-TZVPD.

ORCA input file:
```
! RIJCOSX wB97M-V def2-TZVPD def2/J DEFGRID3
* xyz -2 1
Ag -0.84691 0.66187 -0.99469
Cl -3.59652 4.58290 4.32271
C -2.78380 4.10856 2.86414
C -3.37903 3.22239 1.97147
Cl -4.94567 2.56694 2.33522
C -2.74292 2.87019 0.79916
Cl -3.48067 1.77586 -0.32291
C -1.44970 3.35174 0.42911
O -0.86912 3.02521 -0.63829
C -0.87292 4.24952 1.38596
Cl 0.70106 4.85816 1.01004
C -1.52063 4.61067 2.54927
Cl -0.75704 5.71739 3.65187
Te 1.98143 0.42077 -1.65061
C 1.76531 -0.08785 -3.68724
C 2.44607 -1.17765 -4.23538
C 2.32022 -1.50466 -5.58013
C 1.50952 -0.74930 -6.41486
C 0.81941 0.33427 -5.88361
C 0.94378 0.65646 -4.54022
H 3.07349 -1.78059 -3.59104
H 2.85737 -2.36040 -5.97587
H 1.41030 -1.00387 -7.46391
H 0.17374 0.93045 -6.51905
H 0.39412 1.49663 -4.13296
O 2.15711 -4.39413 4.47070
N 1.99627 -4.32646 3.25887
O 2.50871 -5.10995 2.47090
C 1.15760 -3.27815 2.73582
C 0.56374 -2.37196 3.60380
C -0.21469 -1.36907 3.09576
C -0.53800 -1.19071 1.68999
O -1.30216 -0.32757 1.25908
C 0.12663 -2.21065 0.86629
C 0.95546 -3.17241 1.36245
N 0.00809 -2.16507 -0.58793
O 1.03041 -2.23622 -1.23473
O -1.05102 -1.74285 -1.07383
N -0.76716 -0.42990 4.08515
O -0.98762 -0.86947 5.20914
O -0.97027 0.71324 3.74834
H 0.72499 -2.44312 4.66850
H 1.45103 -3.85121 0.68353
*
```

Results
Orbital gap = 0.2086 Eh

Energies in eV, measured from the most stable structure: model P 0.000; model Q 0.558.

Model P:
Below is a single C4H4ClFN2 molecule, with properties calculated with ωB97M-V/def2-TZVPD.

ORCA input file:
```
! RIJCOSX wB97M-V def2-TZVPD def2/J DEFGRID3
* xyz 0 1
C -1.46058 0.35119 0.80202
C -0.28444 -0.00324 0.02162
N -0.24517 -0.44710 -1.25643
N 1.00323 -0.56235 -1.73040
C 1.80889 -0.29701 -0.69913
F 3.11340 -0.37148 -0.90586
C 1.01836 -0.00807 0.46772
Cl 1.56008 0.29848 2.08450
H -2.41958 0.32399 0.35268
H -1.58070 -0.17781 1.65766
H -1.47611 1.30585 1.21103
H -1.03737 -0.41245 -2.00541
*
```

Results
SMILES string = Cc1[nH]nc(F)c1Cl
Orbital gap = 0.3671 Eh

Model Q:
Below is a single C4H4ClFN2 molecule, with properties calculated with ωB97M-V/def2-TZVPD.

ORCA input file:
```
! RIJCOSX wB97M-V def2-TZVPD def2/J DEFGRID3
* xyz 0 1
N 1.02330 -1.11136 -2.30361
N 0.52711 -0.87612 -1.02361
C 0.39954 -1.84336 -0.04872
C -0.10037 -1.24430 1.06689
C -0.28971 0.12879 0.77783
Cl -0.90545 1.35706 1.81629
C 0.11143 0.31906 -0.51252
F 0.14284 1.40205 -1.29057
H 0.33115 -0.86829 -2.97770
H 1.83697 -0.51845 -2.46068
H 0.69574 -2.85935 -0.24928
H -0.33494 -1.69109 2.01555
*
```

Results
SMILES string = Nn1ccc(Cl)c1F
Orbital gap = 0.3396 Eh

Energies in eV, measured from the most stable structure: model P 0.000; model Q 0.281.